a.
Below is a cluster of 2 separate species, C2H6OS in total, with properties calculated with ωB97M-V/def2-TZVPD.

Geometry (Å):
S 5.31011 0.07000 -0.41026
H 4.04322 -0.32071 -0.30915
H 5.09622 1.30435 0.06223
C -3.06159 0.00767 0.01734
C -1.77438 -0.26919 -0.07485
O -0.88773 0.04109 0.93087
H -3.76146 -0.31176 -0.74118
H -3.50735 0.65917 0.75799
H -1.42236 -0.94941 -0.84240
H -0.03467 -0.23122 0.60941

Values from the calculation:
Molecular weight in g/mol: 78.14
Total charge: 0
SMILES string: C=CO.S
E_HOMO in eV: -9.21

The computed natural (NBO) charges, all in e, follow:
1. S -0.28
2. H 0.14
3. H 0.14
4. C -0.50
5. C 0.12
6. O -0.68
7. H 0.21
8. H 0.21
9. H 0.17
10. H 0.47

***

b.
Below is a cluster of 2 separate species, C2H6OS in total, with properties calculated with ωB97M-V/def2-TZVPD.

Geometry (Å):
C 1.54203 0.42804 0.42677
S 2.07654 -1.05885 -0.46307
H 1.06542 1.17948 -0.19374
H 2.37095 0.88977 0.96252
H 0.87195 0.20488 1.26321
H 1.02657 -1.31165 -1.23045
O -1.46426 0.68577 -0.70181
C -2.19279 -0.11499 -0.20433
H -2.39227 -1.16817 -0.41742
H -2.90415 0.26572 0.55833

Values from the calculation:
Molecular weight in g/mol: 78.14
Total charge: 0
SMILES string: C=O.CS
E_HOMO in eV: -8.92

The computed natural (NBO) charges, all in e, follow:
1. C -0.74
2. S -0.05
3. H 0.23
4. H 0.23
5. H 0.21
6. H 0.12
7. O -0.49
8. C 0.29
9. H 0.11
10. H 0.09

***

Here are the energies relative to the best structure, in kcal/mol: a 0.0; b 2.6.

***

a.
Below is the ion C3H5O3 with charge -1, with properties calculated with ωB97M-V/def2-TZVPD.

Geometry (Å):
O 2.02475 -0.24390 1.23840
C 1.79391 0.11762 0.03931
O 2.40065 0.29125 -1.06206
C 0.25213 0.51456 -0.07788
C -0.77456 -0.60418 0.11289
O -2.26341 -0.23552 0.17302
H 0.34012 1.34816 0.64172
H -0.01264 1.06899 -0.99587
H -0.68362 -1.21592 1.08698
H -0.71401 -1.40561 -0.58329
H -2.36332 0.36455 -0.57321

Values from the calculation:
Molecular weight in g/mol: 89.07
Total charge: -1
SMILES string: O=C([O-])CCO
E_HOMO in eV: -3.92

The computed natural (NBO) charges, all in e, follow:
1. O -0.78
2. C 0.79
3. O -0.77
4. C -0.58
5. C -0.06
6. O -0.77
7. H 0.21
8. H 0.17
9. H 0.18
10. H 0.16
11. H 0.45

***

b.
Below is a cluster of 2 separate species, C3H5O3 in total, with properties calculated with ωB97M-V/def2-TZVPD.

Geometry (Å):
C -2.11851 0.77336 -0.81230
C -1.29485 0.00793 -0.00910
O -0.53924 0.33936 1.05110
H -2.32656 0.43343 -1.82069
H -2.71518 1.67023 -0.41873
H -1.02676 -0.95209 -0.30682
H 0.51872 0.45001 0.84853
O 1.78074 0.48326 0.39107
C 2.40765 -0.67136 0.45541
O 1.87837 -1.77570 0.58176
H 3.43561 -0.75843 0.03977

Values from the calculation:
Molecular weight in g/mol: 89.07
Total charge: -1
E_HOMO in eV: -4.27

The computed natural (NBO) charges, all in e, follow:
1. C -0.62
2. C 0.23
3. O -0.79
4. H 0.18
5. H 0.18
6. H 0.13
7. H 0.51
8. O -0.78
9. C 0.63
10. O -0.71
11. H 0.04

***

Here are the energies relative to the best structure, in kcal/mol: a 0.0; b 9.5.

***

a.
Below is an isolated molecule of C5H2ClN, with properties calculated with ωB97M-V/def2-TZVPD.

Geometry (Å):
C 1.99329 -0.36854 0.18397
C 0.88382 0.43093 0.01894
C -0.49841 0.04796 -0.15781
C -1.73146 0.13138 -0.08584
C -3.10609 0.08783 -0.09434
H 1.89449 -1.51214 0.14245
H 1.16759 1.50731 0.28897
N -4.24317 -0.28627 -0.11745
Cl 3.63993 -0.03848 -0.17890

Values from the calculation:
Molecular weight in g/mol: 111.53
Total charge: 0
SMILES string: N#CC#C/C=C/Cl
E_HOMO in eV: -9.61

The computed natural (NBO) charges, all in e, follow:
1. C -0.16
2. C -0.33
3. C 0.11
4. C -0.11
5. C 0.21
6. H 0.22
7. H 0.25
8. N -0.23
9. Cl 0.05

***

b.
Below is an isolated molecule of C5H2ClN, with properties calculated with ωB97M-V/def2-TZVPD.

Geometry (Å):
C -1.51503 -0.52848 -1.91617
C -0.39720 0.21922 -1.36968
C 0.65839 0.04022 0.86791
C -0.50248 -0.88812 0.63386
C 0.86359 0.83027 -0.21268
N -1.03609 -0.71864 -0.52576
Cl 1.81961 2.05734 -0.78087
H 1.09022 0.44834 1.85470
H -0.98102 -1.46015 1.44869

Values from the calculation:
Molecular weight in g/mol: 111.53
Total charge: 0
E_HOMO in eV: -8.99

The computed natural (NBO) charges, all in e, follow:
1. C 0.13
2. C -0.01
3. C -0.29
4. C -0.04
5. C -0.06
6. N -0.34
7. Cl 0.13
8. H 0.26
9. H 0.22

***

Here are the energies relative to the best structure, in kcal/mol: a 0.0; b 76.0.

***

a.
Below is the ion C4H10NOS with charge +1, with properties calculated with ωB97M-V/def2-TZVPD.

Geometry (Å):
C -1.01683 -0.14580 -0.97308
C -0.09869 -0.54279 0.17605
C 0.05138 0.18746 1.53192
C 1.23821 -1.53698 -0.13170
N -1.65682 1.19594 -0.67741
O 1.98595 -0.66304 -0.94904
S -1.73665 -1.41066 0.07880
H -0.67770 -0.52265 -1.90110
H 0.72284 1.06319 1.32716
H 0.68076 -0.32862 2.25935
H -0.99407 0.43326 1.91567
H 1.04003 -2.33907 -0.79147
H 1.65872 -1.74582 0.74764
H -2.69909 1.01022 -0.82566
H -1.21286 1.77453 -1.37808
H -1.53834 1.26554 0.27357
H 2.78420 -1.22138 -1.03108

Values from the calculation:
Molecular weight in g/mol: 120.20
Total charge: +1
SMILES string: C[C@@]1(CO)S[C@H]1[NH3+]
E_HOMO in eV: -13.49

The computed natural (NBO) charges, all in e, follow:
1. C -0.23
2. C -0.08
3. C -0.68
4. C -0.03
5. N -0.68
6. O -0.71
7. S 0.16
8. H 0.29
9. H 0.24
10. H 0.27
11. H 0.22
12. H 0.19
13. H 0.18
14. H 0.47
15. H 0.46
16. H 0.45
17. H 0.48

***

b.
Below is the ion C4H10NOS with charge +1, with properties calculated with ωB97M-V/def2-TZVPD.

Geometry (Å):
C -0.36841 0.31482 1.20646
C 1.16064 -0.02115 0.79022
C -1.27950 -0.80994 0.71056
C 1.24254 0.54333 -0.63275
N -1.46765 -0.69129 -0.69275
O 1.11058 1.83256 -0.69542
S 1.45844 -0.46646 -1.96654
H -0.29531 0.22267 2.31871
H -0.41612 1.30932 0.87219
H 1.77235 0.45985 1.46858
H 1.29500 -1.10144 0.82288
H -0.57164 -1.68041 0.78816
H -2.25351 -0.95725 1.19026
H -1.85267 -1.60939 -1.00958
H -2.24103 -0.08995 -0.86062
H 1.13020 2.23524 -1.60268
H 1.57608 0.50949 -2.70769

Values from the calculation:
Molecular weight in g/mol: 120.20
Total charge: +1
E_HOMO in eV: -13.52

The computed natural (NBO) charges, all in e, follow:
1. C -0.37
2. C -0.49
3. C -0.23
4. C 0.42
5. N -0.86
6. O -0.59
7. S 0.38
8. H 0.24
9. H 0.22
10. H 0.27
11. H 0.24
12. H 0.19
13. H 0.21
14. H 0.37
15. H 0.36
16. H 0.53
17. H 0.10

***

Here are the energies relative to the best structure, in kcal/mol: a 20.6; b 0.0.